[1]
{"formula": "C5H5NO2", "method": "ωB97M-V/def2-TZVPD", "symbols": ["C", "C", "O", "C", "N", "C", "C", "O", "H", "H", "H", "H", "H"], "positions_angstrom": [[-0.1458, -1.5454, 1.9084], [-0.3578, -1.3032, 0.4647], [-0.9075, -2.0461, -0.3307], [0.0536, 0.0052, -0.0757], [1.1251, 0.6889, 0.3487], [1.0703, 1.8429, -0.4506], [0.0246, 1.8852, -1.2256], [-0.6662, 0.6752, -0.9774], [-0.5340, -2.2502, 2.1619], [-0.7226, -0.9468, 2.5380], [1.0281, -1.3339, 1.9503], [1.8504, 2.7577, -0.4351], [-0.7775, 2.6104, -1.9179]], "forces_ev_per_angstrom": [[10.03, 13.88, -5.96], [-1.96, -0.17, -1.59], [0.36, -0.10, 0.91], [2.37, 2.81, 0.97], [-1.50, -0.33, -1.60], [4.31, 3.07, 1.61], [-6.04, 0.03, -2.73], [-0.04, -0.15, -0.40], [-6.32, -16.11, 4.59], [-0.31, 2.68, 0.71], [-2.55, -0.86, 0.95], [-1.76, -2.67, 0.35], [3.40, -2.09, 2.20]], "lowdin_charge": [0.047, -0.349, 0.122, -0.298, 0.144, -0.179, -0.090, 0.040, -0.068, 0.096, 0.169, 0.157, 0.210], "smiles": "CC(=O)c1ncco1", "lumo_energy_ev": 0.2845, "de_lowest_kcal_mol": 102.53, "energy_ha": -398.61508}

[2]
{"formula": "C5H5NO2", "method": "ωB97M-V/def2-TZVPD", "symbols": ["C", "C", "C", "O", "H", "H", "C", "N", "C", "O", "H", "H", "H"], "positions_angstrom": [[-2.3083, -1.1629, 0.1685], [-1.0394, -1.0922, 0.5934], [0.1268, -1.4450, 0.9964], [1.1987, -1.6407, 1.3873], [-3.0326, -1.7013, 0.7035], [-2.6279, -0.6279, -0.7141], [1.6957, 1.5237, 0.1351], [1.1372, 0.7587, -0.8749], [0.1436, 0.2705, -1.4299], [-0.6505, -0.1159, -2.1898], [1.1465, 1.3177, 1.1415], [2.8236, 1.2844, 0.2013], [1.3866, 2.6310, -0.1182]], "forces_ev_per_angstrom": [[2.26, 0.84, 0.10], [-1.05, -0.81, -0.77], [-1.38, 0.71, 0.46], [0.97, -0.35, 0.02], [-0.97, -0.77, 0.68], [-0.03, 0.12, -0.12], [-0.54, 1.85, 2.04], [-3.55, -3.05, -3.33], [4.18, 2.69, 1.76], [-0.67, -0.53, -0.21], [1.27, 0.21, -1.41], [-1.90, 0.86, 0.07], [1.40, -1.76, 0.70]], "lowdin_charge": [0.081, -0.075, -0.250, 0.164, 0.048, 0.058, -0.156, 0.017, -0.337, 0.132, 0.097, 0.107, 0.113], "smiles": "C=C=C=O.CN=C=O", "lumo_energy_ev": -0.8416, "de_lowest_kcal_mol": 86.03, "energy_ha": -398.64137}

[3]
{"formula": "C5H5NO2", "method": "ωB97M-V/def2-TZVPD", "symbols": ["C", "C", "C", "C", "C", "H", "H", "H", "H", "H", "N", "O", "O"], "positions_angstrom": [[-0.1585, 2.0128, 0.0202], [-1.1431, -0.2654, 0.0002], [-0.5160, -1.6967, 0.0308], [0.7087, -1.5230, -0.0282], [1.1603, -0.1436, 0.0594], [-1.3698, 2.6399, -0.2459], [-0.2269, 2.3422, 1.1344], [0.7773, 2.4002, -0.5219], [-1.1632, -2.6578, 0.1270], [1.4165, -2.2926, 0.1060], [-0.0076, 0.5128, -0.0346], [-2.3005, 0.1028, -0.0576], [2.3394, 0.3565, -0.0489]], "forces_ev_per_angstrom": [[-1.52, 1.97, 1.22], [-0.85, -1.66, -0.35], [-8.56, -1.14, 0.33], [6.77, -1.64, 1.09], [4.24, 2.19, -2.26], [3.95, -2.82, -0.21], [0.94, -0.68, -1.81], [-1.83, -0.06, 0.91], [1.44, 1.96, -0.35], [0.89, -0.80, -0.29], [-2.48, 5.14, 0.44], [1.64, -0.44, 0.26], [-4.62, -2.02, 1.00]], "lowdin_charge": [-0.018, -0.376, 0.038, -0.044, -0.369, 0.193, 0.089, 0.094, 0.164, 0.120, -0.045, 0.103, 0.051], "lumo_energy_ev": -0.7284, "de_lowest_kcal_mol": 61.14, "energy_ha": -398.68104}

[4]
{"formula": "C5H5NO4", "method": "ωB97M-V/def2-TZVPD", "symbols": ["O", "C", "C", "C", "C", "C", "O", "N", "O", "O", "H", "H", "H", "H", "H"], "positions_angstrom": [[0.8209, 1.0749, -1.5327], [1.4749, 1.3878, -0.5778], [1.9621, 0.3622, 0.3498], [1.1709, -0.6837, 0.6561], [0.0440, -1.1878, -0.1395], [-1.2166, -0.7876, -0.1985], [-2.1491, -1.3420, -0.9497], [-1.6638, 0.4240, 0.5599], [-0.9660, 1.0412, 1.3545], [-2.7886, 0.7838, 0.2310], [1.7596, 2.4231, -0.3563], [2.8359, 0.5818, 0.9663], [1.2899, -1.4969, 1.4372], [0.2443, -1.9819, -0.7344], [-2.8182, -0.5989, -1.0659]], "forces_ev_per_angstrom": [[-0.56, 0.54, -0.82], [0.55, -0.73, -0.17], [-0.26, -0.83, 1.80], [0.25, -1.24, 0.23], [-1.18, 2.84, 1.34], [1.38, 0.49, 1.08], [-1.47, 1.19, -0.33], [-0.32, 0.73, -0.22], [-0.30, -1.20, -0.78], [0.00, 0.01, 0.14], [-0.06, 0.29, 0.00], [-0.26, -0.04, -0.11], [0.96, 1.55, -0.46], [0.77, -2.45, -1.83], [0.50, -1.14, 0.12]], "lowdin_charge": [0.066, -0.268, -0.053, -0.057, -0.002, -0.283, 0.093, -0.287, 0.098, 0.072, 0.122, 0.107, 0.143, 0.107, 0.142], "smiles": "O=C/C=C\\C=C(\\O)[N+](=O)[O-]", "lumo_energy_ev": -0.6630, "de_lowest_kcal_mol": 89.05, "energy_ha": -549.07001}

[5]
{"formula": "C5H5NOS2", "method": "ωB97M-V/def2-TZVPD", "symbols": ["C", "C", "C", "C", "C", "N", "O", "S", "S", "H", "H", "H", "H", "H"], "positions_angstrom": [[-2.2042, 2.5302, -1.7817], [-1.5728, 1.6737, -1.2085], [0.0076, -0.0850, -0.6631], [-1.0371, 0.6824, -0.3761], [1.7715, -1.5768, 0.3316], [0.4710, -0.9479, 0.2217], [0.8016, -0.1760, 2.8468], [-1.6317, 0.7648, 1.3799], [-0.2595, -0.7487, 2.0112], [-2.7527, 3.2056, -2.3414], [0.3254, -0.0786, -1.7257], [1.8617, -1.6056, 1.4362], [1.7188, -2.6394, -0.0148], [2.5003, -0.9988, -0.1162]], "forces_ev_per_angstrom": [[1.06, -1.30, 0.72], [-1.07, 0.71, -0.43], [-0.48, 0.21, -1.70], [-0.61, 1.34, 1.23], [-2.41, -1.91, 1.57], [-0.66, -0.92, 2.96], [-0.53, -0.24, -0.39], [1.01, -0.96, -1.29], [0.79, 0.57, -1.39], [-0.59, 0.89, -0.62], [0.31, -0.11, 0.88], [1.13, -0.16, -0.68], [0.30, 0.92, -0.03], [1.75, 0.96, -0.82]], "lowdin_charge": [0.131, -0.213, -0.232, -0.589, -0.094, -0.288, -0.535, 0.694, 0.733, 0.008, 0.161, 0.057, 0.102, 0.065], "lumo_energy_ev": 0.1991, "de_lowest_kcal_mol": 62.51, "energy_ha": -1119.75264}

[6]
{"formula": "C5H5P", "method": "ωB97M-V/def2-TZVPD", "symbols": ["C", "C", "C", "C", "C", "P", "H", "H", "H", "H", "H"], "positions_angstrom": [[0.7467, 0.8138, -0.2926], [0.8858, -0.5847, -0.3902], [-0.3031, 1.4451, 0.3061], [0.2736, -1.5764, 0.5137], [-0.8459, -1.0843, -0.0041], [-1.6501, 0.3754, -0.3931], [1.6286, 1.3654, -0.3045], [1.5397, -1.1039, -1.1201], [-0.2896, 2.3960, 0.7760], [0.8208, -2.5979, 0.5861], [-2.8064, 0.5514, 0.3228]], "forces_ev_per_angstrom": [[1.37, -0.27, 1.44], [0.75, 0.63, -0.94], [-1.72, -1.88, -0.97], [1.19, -1.75, 1.13], [-1.55, -2.00, -0.36], [0.60, 1.78, -0.15], [1.78, 0.85, -0.93], [-0.05, 0.81, 0.52], [-0.14, 0.88, -0.36], [-1.67, 1.51, -0.44], [-0.56, -0.57, 1.07]], "mulliken_spin": [-0.137, 0.405, 0.448, 0.315, 0.830, 0.041, 0.007, 0.034, 0.014, 0.059, -0.014], "lumo_energy_ev": [0.5920, -1.6177], "de_lowest_kcal_mol": 47.46, "spin_multiplicity": 3, "energy_ha": -534.57526}

[7]
{"formula": "C5H6", "method": "ωB97M-V/def2-TZVPD", "symbols": ["C", "C", "C", "C", "C", "H", "H", "H", "H", "H", "H"], "positions_angstrom": [[-2.4722, -0.5798, -0.0817], [-1.5363, 0.1844, -0.0264], [-0.2655, 0.8526, -0.0743], [0.7933, -0.0502, 0.5367], [1.7944, -0.5071, -0.2714], [-3.2410, -1.3449, 0.1382], [-0.0744, 1.1234, -1.1305], [-0.3685, 1.7871, 0.4647], [0.7947, -0.1554, 1.6669], [2.6994, -0.9252, 0.2419], [1.8762, -0.3849, -1.4640]], "forces_ev_per_angstrom": [[-0.31, -0.49, 0.95], [-1.64, -1.52, -0.38], [-0.12, 0.07, -0.19], [1.73, 0.46, -1.25], [0.25, 0.44, 0.08], [0.85, 1.17, -0.59], [0.32, -0.25, 0.52], [0.32, 0.29, 0.25], [0.10, -0.03, -1.66], [-1.00, -0.04, -0.81], [-0.50, -0.11, 3.08]], "lowdin_charge": [0.095, -0.182, -0.259, -0.187, -0.024, 0.044, 0.122, 0.109, 0.123, 0.051, 0.108], "smiles": "C#CCC=C", "lumo_energy_ev": 1.1576, "de_lowest_kcal_mol": 52.20, "energy_ha": -193.99731}

[8]
{"formula": "C5H6", "method": "ωB97M-V/def2-TZVPD", "symbols": ["C", "C", "C", "C", "C", "H", "H", "H", "H", "H", "H"], "positions_angstrom": [[-1.9786, -0.0268, -0.0094], [-0.5710, -0.5790, 0.0575], [0.3829, 0.2714, 0.1279], [1.6625, -0.0967, 0.1947], [2.8845, -0.1805, 0.0991], [-1.3685, 1.2020, -0.2049], [-2.8088, -0.5995, -0.6812], [-2.4714, 0.2565, 1.1309], [-0.0976, -1.5766, 0.0815], [0.1911, 1.2439, -0.2116], [4.1749, 0.0853, -0.5845]], "forces_ev_per_angstrom": [[-0.08, 2.62, 1.60], [-2.61, -2.86, 0.55], [-0.56, 1.57, -0.48], [7.07, -0.41, -0.28], [2.84, 1.25, -2.57], [-3.79, -3.00, -0.29], [2.23, 1.95, 1.40], [1.38, -1.37, -3.22], [-1.67, -0.26, 0.21], [0.07, 1.82, 0.20], [-4.87, -1.30, 2.89]], "lowdin_charge": [-0.106, -0.215, -0.272, -0.238, 0.045, 0.152, 0.099, 0.121, 0.124, 0.087, 0.202], "lumo_energy_ev": 0.3640, "de_lowest_kcal_mol": 150.31, "energy_ha": -193.84095}

[9]
{"formula": "C5H6", "method": "ωB97M-V/def2-TZVPD", "symbols": ["C", "C", "C", "H", "H", "H", "H", "C", "C", "H", "H"], "positions_angstrom": [[1.3832, 1.1173, -0.1331], [1.3938, -0.0855, 0.0514], [0.7594, -1.3611, 0.0884], [1.7404, 2.1102, -0.1947], [-0.2443, -1.1716, -0.4222], [1.3597, -2.1250, -0.3991], [0.4953, -1.6867, 1.1138], [-1.2460, 1.1778, 0.0625], [-1.9547, 0.2158, -0.1885], [-0.8165, 2.1103, 0.2997], [-2.8704, -0.3016, -0.2782]], "forces_ev_per_angstrom": [[1.48, -1.19, 0.40], [-0.68, 1.95, -0.33], [-1.28, -0.86, 0.16], [-0.12, 0.41, -0.09], [1.23, -0.63, 0.36], [-0.23, -0.17, -0.09], [0.37, 0.15, -0.43], [-2.03, -1.54, -0.51], [0.94, 2.46, 0.69], [0.38, 0.15, 0.05], [-0.06, -0.74, -0.21]], "lowdin_charge": [0.054, -0.210, -0.136, 0.030, 0.059, 0.073, 0.092, -0.011, 0.003, 0.023, 0.023], "smiles": "C#CC.C#C", "lumo_energy_ev": 1.1360, "de_lowest_kcal_mol": 92.65, "energy_ha": -193.93285}

[10]
{"formula": "C5H6", "method": "ωB97M-V/def2-TZVPD", "symbols": ["C", "C", "C", "C", "C", "H", "H", "H", "H", "H", "H"], "positions_angstrom": [[-0.2515, -0.6833, -1.9061], [0.0046, -0.4932, -0.6368], [0.5467, -0.8892, 0.6785], [-0.0525, 0.4744, 0.5088], [-0.3141, 1.5979, 1.2131], [-0.0051, -1.6006, -2.4175], [-0.7280, 0.0807, -2.5013], [0.0068, -1.6167, 1.2739], [1.6220, -0.9863, 0.7831], [-0.0353, 1.6710, 2.2490], [-0.7936, 2.4452, 0.7552]], "forces_ev_per_angstrom": [[-0.06, -0.19, -0.42], [-0.36, 2.06, 1.63], [0.16, -0.18, 0.16], [0.03, -0.13, 0.04], [0.27, -1.63, -1.56], [0.07, -0.20, 0.04], [-0.03, 0.14, 0.03], [-0.14, -0.07, -0.01], [0.10, 0.08, -0.03], [0.08, -0.05, 0.22], [-0.12, 0.17, -0.09]], "lowdin_charge": [0.055, -0.240, -0.083, -0.206, 0.056, 0.057, 0.060, 0.104, 0.104, 0.049, 0.044], "smiles": "C=C1CC1=C", "lumo_energy_ev": 0.7637, "de_lowest_kcal_mol": 49.83, "energy_ha": -194.00108}